(1)
{"formula": "C3H3KO4", "method": "ωB97M-V/def2-TZVPD", "spin_multiplicity": 1, "e_lumo_ev": [-9.78, -9.79], "e_homo_ev": [-20.00, -20.00], "orbital_gap_ev": [10.22, 10.22], "charge": 2, "elements": ["C", "C", "O", "C", "O", "O", "K", "H", "H", "H", "O"], "coordinates": [[1.397, -1.454, -2.646], [1.951, -1.253, -1.327], [1.083, -0.663, -0.455], [0.075, -1.585, -0.624], [0.739, -2.361, -1.604], [-0.971, -1.662, -0.126], [-0.525, 2.285, 1.100], [1.991, -2.078, -3.321], [0.740, -0.710, -3.106], [2.974, -1.371, -0.964], [-2.504, 4.136, 1.921]], "forces_ev_per_a": [[0.3367, 0.4617, -0.2868], [0.1481, 0.4462, -0.3985], [-0.1878, 0.6612, 0.7008], [-0.8052, 1.1829, 0.2481], [0.3958, -1.6599, -0.2907], [0.7899, -0.3470, -0.4817], [-0.0733, 0.1737, 0.1911], [-0.3236, 0.0485, 0.1655], [-0.0321, -0.3410, 0.2106], [-0.1702, -0.6994, -0.0930], [-0.0782, 0.0731, 0.0347]]}

***

(2)
{"formula": "C2H5LiO2", "method": "ωB97M-V/def2-TZVPD", "spin_multiplicity": 1, "e_lumo_ev": [-0.01, -0.01], "e_homo_ev": [-5.91, -5.91], "orbital_gap_ev": [5.90, 5.90], "charge": 0, "elements": ["H", "O", "O", "C", "C", "H", "H", "H", "H", "Li"], "coordinates": [[-0.757, 2.350, 0.822], [0.047, 1.188, 0.118], [-0.556, -1.440, 1.149], [-0.166, -1.397, -0.020], [0.405, -0.215, -0.660], [-0.197, -2.309, -0.650], [1.507, -0.278, -0.641], [-0.006, -0.109, -1.677], [0.838, 1.731, 0.121], [-1.113, 0.480, 1.437]], "forces_ev_per_a": [[-0.8695, 0.9482, 1.0804], [-0.4085, -2.9981, -0.9210], [-0.0022, 0.3455, -0.7028], [-0.0832, -0.2020, 0.7996], [0.6819, 1.0221, -0.7062], [-0.1928, 0.1265, 0.1882], [-0.4735, -0.0763, -0.2103], [0.5602, -0.2025, 0.2348], [0.4613, 0.4156, 0.1584], [0.3262, 0.6209, 0.0789]]}

***

Respective E values: -27649.752; -6451.091 eV.